Formula: H13O6
Source: OMol25
Level of theory: ωB97M-V/def2-TZVPD

ORCA input file:
```
! RIJCOSX wB97M-V def2-TZVPD def2/J DEFGRID3
* xyz 1 1
O -0.2439 0.1426 -1.9727
H -0.0196 0.0089 -2.9004
H 0.6025 0.1943 -1.5000
O 0.3324 2.0435 0.0350
H 0.0943 2.9535 0.2482
H -0.0129 1.8891 -0.8581
O -1.5785 0.9084 1.7943
H -0.7950 1.4512 1.5807
H -1.7159 1.0240 2.7415
O 0.4651 -2.3872 0.3388
H 1.1247 -3.0430 0.5966
H 0.9377 -1.6748 -0.1434
O 2.0075 -0.2195 -0.4558
H 1.6621 0.5585 0.0195
H 2.6780 -0.6106 0.1164
O -1.5902 -0.9455 0.0963
H -0.8323 -1.5890 0.2773
H -1.4690 -0.5355 -0.7901
H -1.6471 -0.1687 0.7760
*
```

Results
**Total energy**: -459.0068 Eh
**Maximum force**: 0.9 eV/A

natural (NBO) atomic charge list, values in e, 8 entries: number 1, O, carries -0.996; number 2, H, carries 0.515; number 3, H, carries 0.498; number 4, O, carries -1.000; number 5, H, carries 0.507; number 6, H, carries 0.506; number 7, O, carries -0.952; number 8, H, carries 0.512